C18H18ClNO2 | ωB97M-V/def2-TZVPD

Summary:
Highest occupied orbital energy ... -8.53 eV
Structure (SMILES) ... O=C(COc1ccc2c(c1)CCC2)NCc1ccc(Cl)cc1
Kohn-Sham gap ... 9.216 eV

Geometry as XYZ:
```
40
C18H18ClNO2 ωB97M-V/def2-TZVPD
O -0.97 -2.51 -3.19
C -0.82 -1.99 -2.10
N -1.83 -1.56 -1.32
H -1.59 -1.09 -0.46
C -3.20 -1.57 -1.75
C -3.79 -0.19 -1.86
C -5.09 0.07 -1.45
C -5.63 1.34 -1.56
C -4.85 2.37 -2.08
C -3.55 2.13 -2.49
C -3.02 0.85 -2.38
H -2.01 0.66 -2.70
H -2.95 2.93 -2.89
Cl -5.51 3.96 -2.21
H -6.64 1.54 -1.25
H -5.69 -0.73 -1.05
H -3.80 -2.17 -1.05
H -3.21 -2.06 -2.73
C 0.57 -1.81 -1.49
O 0.50 -0.99 -0.35
C 1.66 -0.70 0.33
C 1.50 0.14 1.44
C 2.61 0.48 2.18
C 3.87 -0.01 1.85
C 4.02 -0.84 0.76
C 2.91 -1.19 0.00
H 3.04 -1.84 -0.85
H 5.00 -1.23 0.49
C 4.91 0.51 2.80
H 5.62 -0.26 3.10
H 5.46 1.32 2.33
C 4.07 1.02 3.98
H 4.53 1.87 4.48
H 3.95 0.22 4.72
C 2.69 1.37 3.39
H 1.88 1.20 4.09
H 2.66 2.41 3.07
H 0.52 0.51 1.68
H 1.22 -1.38 -2.26
H 0.95 -2.81 -1.23
```